# 1
Entry from OMol25: 13 unconnected molecules or ions with the total composition C40H113N7O19 at a distorted geometry (the ωB97M-V functional and the def2-TZVPD basis).

Last column: Löwdin charge in e.
Positions of all 179 atoms, in Å:
C1 -6.128 7.216 -7.932  -0.260
C2 -4.770 6.620 -7.435  -0.221
O1 -4.831 6.358 -6.038  -0.087
O2 -7.042 6.201 -7.976  -0.075
H1 -6.078 7.435 -8.999  0.116
H2 -6.522 7.966 -7.247  0.126
H3 -3.927 7.310 -7.470  0.115
H4 -4.587 5.649 -7.896  0.114
H5 -5.407 5.616 -5.838  0.080
H6 -6.998 5.747 -8.821  0.093
C3 -6.483 -1.361 -8.227  -0.222
C4 -5.530 -0.192 -7.713  -0.227
O3 -4.224 -0.310 -8.284  -0.078
O4 -7.017 -1.079 -9.524  -0.069
H7 -7.370 -1.344 -7.595  0.109
H8 -5.909 -2.286 -8.168  0.113
H9 -5.511 -0.041 -6.633  0.105
H10 -5.991 0.767 -7.948  0.108
H11 -3.652 -0.919 -7.811  0.083
H12 -6.293 -1.386 -10.075  0.078
C5 1.671 2.286 7.014  -0.263
C6 2.564 1.644 8.093  -0.279
O5 1.920 1.167 9.232  -0.044
O6 1.113 1.221 6.327  -0.047
H13 2.224 2.937 6.338  0.118
H14 0.961 2.923 7.543  0.117
H15 3.328 2.377 8.350  0.105
H16 3.201 0.873 7.660  0.117
H17 2.512 0.584 9.713  0.089
H18 0.888 1.623 5.484  0.086
C7 8.225 -5.786 0.206  -0.280
C8 9.759 -5.725 0.237  -0.277
O7 10.162 -5.896 1.561  -0.049
O8 7.750 -4.633 0.778  -0.049
H19 7.954 -6.649 0.814  0.115
H20 7.782 -5.939 -0.778  0.123
H21 10.060 -4.787 -0.229  0.123
H22 10.088 -6.593 -0.333  0.117
H23 11.074 -6.132 1.373  0.089
H24 8.196 -4.490 1.615  0.088
C9 0.552 -5.812 -7.205  -0.204
C10 1.715 -4.916 -7.680  -0.268
O9 2.122 -4.117 -6.614  -0.058
O10 -0.610 -4.954 -7.004  -0.090
H25 0.843 -6.408 -6.340  0.116
H26 0.131 -6.523 -7.915  0.112
H27 1.421 -4.191 -8.439  0.120
H28 2.460 -5.613 -8.062  0.109
H29 2.464 -3.295 -6.971  0.090
H30 -0.680 -4.730 -6.073  0.075
C11 1.945 3.251 -9.966  -0.301
C12 2.597 2.851 -8.685  -0.297
O11 3.267 1.672 -8.857  -0.036
O12 2.724 4.072 -10.743  -0.044
H31 1.038 3.809 -9.734  0.115
H32 1.611 2.342 -10.467  0.125
H33 1.736 2.723 -8.029  0.119
H34 3.191 3.621 -8.194  0.130
H35 4.071 1.931 -9.311  0.097
H36 2.175 4.511 -11.396  0.091
C13 1.409 11.285 -2.234  -0.062
C14 0.362 11.128 -3.394  -0.401
C15 0.902 10.973 -4.895  -0.151
O13 2.021 11.883 -5.073  -0.183
C16 1.606 13.225 -5.290  -0.135
N1 -0.349 9.973 -2.912  0.004
H37 2.247 11.871 -2.614  0.056
H38 1.823 10.379 -1.791  0.077
H39 1.075 12.046 -1.529  0.068
H40 -0.209 12.051 -3.496  0.116
H41 0.115 11.176 -5.622  0.108
H42 1.115 9.925 -5.105  0.114
H43 0.630 13.394 -5.747  0.084
H44 2.102 13.663 -6.156  0.076
H45 1.796 13.954 -4.503  0.087
H46 -0.901 10.079 -2.072  0.077
H47 -0.968 9.632 -3.633  0.065
C17 7.274 -8.992 8.962  -0.067
C18 6.513 -9.852 8.003  -0.440
C19 5.218 -9.262 7.526  -0.209
O14 5.224 -8.001 6.824  -0.201
C20 3.996 -7.346 6.684  -0.118
N2 7.345 -10.067 6.824  0.023
H48 6.703 -8.641 9.822  0.076
H49 7.665 -8.048 8.583  0.083
H50 8.138 -9.551 9.323  0.077
H51 6.284 -10.876 8.299  0.144
H52 4.587 -9.265 8.415  0.121
H53 4.784 -9.896 6.753  0.121
H54 3.458 -7.920 5.930  0.087
H55 4.110 -6.313 6.355  0.087
H56 3.503 -7.271 7.653  0.085
H57 6.920 -10.809 6.287  0.062
H58 7.302 -9.364 6.100  0.069
C21 -3.376 -10.063 4.918  -0.076
C22 -4.024 -9.948 3.561  -0.426
C23 -3.057 -9.998 2.332  -0.190
O15 -3.768 -9.739 1.140  -0.201
C24 -2.990 -9.994 -0.030  -0.109
N3 -5.261 -10.769 3.463  0.031
H59 -4.010 -10.101 5.804  0.071
H60 -2.724 -9.222 5.152  0.076
H61 -2.794 -10.971 5.080  0.077
H62 -4.484 -8.965 3.459  0.122
H63 -2.684 -11.019 2.257  0.125
H64 -2.328 -9.189 2.389  0.128
H65 -2.639 -11.021 -0.130  0.087
H66 -2.142 -9.311 -0.068  0.079
H67 -3.469 -9.706 -0.965  0.083
H68 -5.718 -10.715 4.362  0.059
H69 -5.711 -10.226 2.741  0.062
C25 0.423 -2.306 -0.569  -0.078
C26 -0.967 -1.758 -0.532  -0.436
C27 -1.049 -0.234 -0.990  -0.172
O16 -0.221 0.726 -0.298  -0.204
C28 -0.042 1.983 -0.979  -0.100
N4 -1.830 -2.641 -1.356  0.028
H70 0.470 -3.249 -0.025  0.082
H71 1.018 -1.507 -0.125  0.074
H72 0.790 -2.312 -1.595  0.086
H73 -1.315 -1.807 0.500  0.128
H74 -2.089 0.090 -0.962  0.110
H75 -0.880 -0.097 -2.058  0.113
H76 -0.988 2.430 -1.285  0.081
H77 0.580 1.870 -1.867  0.084
H78 0.427 2.704 -0.310  0.084
H79 -2.734 -2.299 -1.064  0.059
H80 -1.791 -3.567 -0.955  0.064
C29 -9.411 -2.953 2.266  -0.081
C30 -8.769 -2.282 1.078  -0.405
C31 -9.024 -3.049 -0.260  -0.225
O17 -8.273 -4.228 -0.324  -0.189
C32 -8.264 -4.964 -1.575  -0.081
N5 -9.325 -0.903 0.917  0.018
H81 -9.022 -2.575 3.211  0.077
H82 -9.448 -4.038 2.170  0.076
H83 -10.470 -2.701 2.207  0.069
H84 -7.707 -2.193 1.305  0.135
H85 -8.746 -2.322 -1.023  0.113
H86 -10.090 -3.240 -0.387  0.124
H87 -7.892 -5.974 -1.403  0.085
H88 -7.617 -4.419 -2.263  0.079
H89 -9.187 -5.021 -2.153  0.079
H90 -8.980 -0.282 1.635  0.061
H91 -10.331 -0.821 0.951  0.062
C33 -4.863 8.301 7.892  -0.044
C34 -6.137 8.563 7.023  -0.451
C35 -6.773 7.276 6.583  -0.241
O18 -6.114 6.888 5.390  -0.172
C36 -5.967 5.470 5.361  -0.102
N6 -7.021 9.314 7.870  0.006
H92 -5.202 8.095 8.908  0.080
H93 -4.126 9.097 7.786  0.069
H94 -4.255 7.471 7.533  0.068
H95 -6.063 9.202 6.143  0.136
H96 -7.855 7.369 6.494  0.124
H97 -6.670 6.637 7.460  0.123
H98 -6.991 5.098 5.308  0.082
H99 -5.448 5.021 6.208  0.090
H100 -5.612 5.252 4.354  0.089
H101 -7.855 9.514 7.336  0.069
H102 -6.620 10.219 8.069  0.075
C37 12.316 2.774 0.740  -0.045
C38 11.825 3.808 1.771  -0.431
C39 10.276 3.737 2.001  -0.201
O19 9.441 4.309 0.981  -0.186
C40 8.042 4.095 1.268  -0.108
N7 12.437 3.680 3.101  0.015
H103 13.395 2.753 0.586  0.078
H104 11.546 2.971 -0.005  0.079
H105 11.975 1.804 1.101  0.073
H106 11.954 4.851 1.479  0.126
H107 9.979 4.089 2.989  0.118
H108 10.110 2.662 1.933  0.113
H109 7.370 4.136 0.410  0.086
H110 7.740 4.787 2.054  0.079
H111 7.773 3.171 1.780  0.077
H112 13.447 3.672 3.099  0.065
H113 12.143 4.451 3.683  0.063

Values from the calculation:
Energy above the lowest of the compared OMol25 structures with the same formula, charge and spin: 210.4 kcal/mol
Kohn-Sham gap: 9.292 eV
E: -3404.11727 Ha
HOMO level: -9.0238 eV



# 2
Entry from OMol25: 8 unconnected molecules or ions with the total composition C40H114N20O6P6 at a distorted geometry (the ωB97M-V functional and the def2-TZVPD basis).

Last column: Löwdin charge in e.
Positions of all 186 atoms, in Å:
C1 17.103 16.341 23.200  -0.083
N1 16.549 17.494 22.441  -0.314
C2 17.105 18.768 22.831  -0.129
P1 14.905 17.420 21.994  0.565
O1 13.954 17.584 23.122  -0.296
N2 14.692 18.627 20.815  -0.308
C3 15.504 18.844 19.645  -0.137
C4 13.775 19.725 21.010  -0.124
N3 14.717 15.959 21.146  -0.272
C5 13.836 14.804 21.651  -0.059
C6 15.644 15.629 20.051  -0.128
H1 18.180 16.473 23.297  0.074
H2 16.905 15.434 22.629  0.064
H3 16.705 16.380 24.215  0.087
H4 17.035 19.509 22.034  0.067
H5 18.192 18.779 22.912  0.078
H6 16.589 19.139 23.716  0.088
H7 15.441 19.876 19.299  0.081
H8 16.544 18.577 19.833  0.054
H9 15.073 18.261 18.832  0.082
H10 12.907 19.416 21.592  0.077
H11 14.340 20.475 21.564  0.081
H12 13.403 20.191 20.098  0.081
H13 14.433 13.938 21.936  0.049
H14 13.385 15.169 22.574  0.065
H15 13.069 14.516 20.932  0.072
H16 15.223 15.662 19.046  0.078
H17 16.153 14.682 20.232  0.063
H18 16.391 16.424 20.034  0.022
C7 17.838 11.830 20.717  -0.121
N4 18.117 11.735 22.173  -0.272
C8 16.928 11.957 23.050  -0.083
P2 19.720 11.792 22.745  0.621
O2 20.052 12.956 23.657  -0.330
N5 19.930 10.286 23.491  -0.304
C9 19.268 9.023 23.063  -0.110
C10 20.792 10.030 24.673  -0.094
N6 20.835 11.767 21.363  -0.295
C11 21.314 12.982 20.776  -0.147
C12 21.234 10.563 20.655  -0.119
H19 16.792 11.758 20.420  0.046
H20 18.325 11.022 20.171  0.061
H21 18.228 12.734 20.251  0.051
H22 16.833 11.209 23.837  0.075
H23 15.983 12.083 22.522  0.056
H24 17.017 12.959 23.468  0.062
H25 19.086 9.019 21.988  0.060
H26 19.829 8.110 23.264  0.073
H27 18.352 8.911 23.644  0.073
H28 21.675 10.668 24.650  0.079
H29 20.183 10.080 25.575  0.083
H30 21.213 9.042 24.483  0.067
H31 22.355 13.062 21.088  0.090
H32 21.100 13.170 19.724  0.076
H33 20.799 13.774 21.320  0.049
H34 21.963 9.902 21.124  0.078
H35 21.659 10.738 19.667  0.064
H36 20.353 9.972 20.405  0.054
C13 23.140 13.967 15.933  -0.112
N7 23.614 13.413 14.675  -0.294
C14 23.641 14.269 13.492  -0.126
P3 24.166 11.788 14.497  0.618
O3 24.206 11.338 13.053  -0.321
N8 25.619 11.675 15.379  -0.292
C15 26.145 10.280 15.671  -0.079
C16 26.607 12.802 15.159  -0.087
N9 23.015 10.841 15.372  -0.299
C17 22.905 10.888 16.793  -0.173
C18 22.336 9.714 14.855  -0.140
H37 22.070 13.778 16.010  0.060
H38 23.267 15.046 16.024  0.050
H39 23.499 13.487 16.843  0.071
H40 24.221 13.917 12.639  0.077
H41 24.094 15.225 13.753  0.074
H42 22.662 14.456 13.051  0.051
H43 27.015 10.302 16.327  0.075
H44 25.432 9.597 16.133  0.066
H45 26.390 9.812 14.717  0.075
H46 26.175 13.773 14.918  0.066
H47 27.202 12.852 16.071  0.072
H48 27.292 12.556 14.347  0.073
H49 22.006 11.467 17.002  0.065
H50 22.944 9.989 17.408  0.087
H51 23.707 11.502 17.203  0.058
H52 22.148 9.993 13.818  0.059
H53 21.429 9.505 15.421  0.060
H54 22.910 8.789 14.798  0.080
C19 12.505 7.865 21.852  -0.076
N10 11.716 8.735 20.860  -0.310
C20 10.999 9.813 21.531  -0.137
P4 12.356 8.793 19.261  0.593
O4 12.805 7.462 18.756  -0.297
N11 11.115 9.554 18.419  -0.327
C21 9.829 8.872 18.323  -0.106
C22 11.496 10.343 17.230  -0.116
N12 13.610 10.011 19.433  -0.270
C23 13.453 11.467 19.582  -0.123
C24 15.010 9.541 19.298  -0.117
H55 13.550 8.160 21.938  0.066
H56 12.383 6.825 21.547  0.073
H57 12.094 8.021 22.849  0.068
H58 10.356 10.316 20.809  0.067
H59 11.695 10.514 21.992  0.075
H60 10.350 9.353 22.276  0.078
H61 9.564 8.508 19.316  0.071
H62 9.097 9.609 17.993  0.090
H63 10.025 7.990 17.714  0.086
H64 11.341 11.421 17.280  0.074
H65 12.529 10.202 16.913  0.075
H66 10.924 9.968 16.380  0.077
H67 13.735 11.911 20.536  0.053
H68 14.075 12.042 18.896  0.054
H69 12.403 11.716 19.426  0.064
H70 15.659 10.090 18.617  0.042
H71 14.913 8.496 19.002  0.061
H72 15.484 9.613 20.277  0.069
C25 21.515 17.095 20.793  -0.067
N13 20.504 17.166 19.669  -0.279
C26 19.246 16.491 20.030  -0.112
P5 20.995 17.156 18.065  0.599
O5 21.226 15.789 17.492  -0.296
N14 19.782 18.138 17.241  -0.281
C27 19.000 19.296 17.811  -0.099
C28 19.499 17.791 15.830  -0.130
N15 22.307 18.211 17.972  -0.307
C29 22.325 19.632 18.447  -0.089
C30 23.338 18.057 16.933  -0.113
H73 21.155 17.541 21.720  0.083
H74 22.434 17.612 20.518  0.063
H75 21.823 16.053 20.879  0.071
H76 18.854 16.804 20.998  0.062
H77 19.285 15.403 20.088  0.069
H78 18.387 16.649 19.378  0.061
H79 19.119 19.378 18.892  0.070
H80 19.309 20.187 17.265  0.066
H81 17.950 19.266 17.521  0.064
H82 19.902 16.875 15.398  0.060
H83 18.453 17.507 15.724  0.070
H84 19.798 18.601 15.164  0.075
H85 21.822 20.194 17.661  0.072
H86 21.828 19.659 19.417  0.070
H87 23.320 20.074 18.501  0.078
H88 23.567 17.001 16.791  0.052
H89 24.278 18.582 17.100  0.079
H90 22.984 18.441 15.975  0.079
C31 15.373 12.193 11.599  -0.094
N16 16.589 12.698 12.292  -0.312
C32 16.335 13.443 13.460  -0.148
P6 17.995 11.729 12.180  0.661
O6 17.970 10.578 13.163  -0.302
N17 18.251 11.404 10.482  -0.311
C33 19.051 10.301 10.078  -0.146
C34 18.328 12.505 9.575  -0.146
N18 19.345 12.749 12.467  -0.282
C35 19.544 14.212 12.228  -0.095
C36 20.397 12.081 13.198  -0.125
H91 14.964 11.261 11.990  0.082
H92 15.567 12.200 10.526  0.067
H93 14.523 12.853 11.773  0.077
H94 15.666 12.931 14.152  0.084
H95 15.897 14.410 13.212  0.089
H96 17.253 13.552 14.037  0.058
H97 20.073 10.575 9.815  0.081
H98 19.198 9.615 10.912  0.078
H99 18.744 9.790 9.165  0.082
H100 19.234 13.082 9.760  0.073
H101 18.319 12.213 8.525  0.088
H102 17.491 13.198 9.651  0.071
H103 18.753 14.700 11.659  0.074
H104 19.369 14.728 13.172  0.052
H105 20.561 14.516 11.979  0.069
H106 20.187 12.066 14.267  0.068
H107 21.388 12.500 13.021  0.071
H108 20.423 11.050 12.846  0.064
C37 16.769 9.464 16.214  -0.061
C38 18.178 9.737 16.530  -0.244
N19 19.290 9.916 16.851  0.147
H109 16.254 10.424 16.183  0.067
H110 16.348 8.804 16.972  0.068
H111 16.701 9.062 15.203  0.078
C39 18.770 13.394 16.734  -0.044
C40 17.478 13.083 17.423  -0.231
N20 16.479 12.868 17.917  0.165
H112 19.473 13.821 17.450  0.052
H113 18.756 14.118 15.919  0.066
H114 19.285 12.529 16.316  0.040

Values from the calculation:
Energy above the lowest of the compared OMol25 structures with the same formula, charge and spin: 117.7 kcal/mol
SMILES: CN(C)P(=O)(N(C)C)N(C)C.CN(C)P(=O)(N(C)C)N(C)C.CN(C)P(=O)(N(C)C)N(C)C.CN(C)P(=O)(N(C)C)N(C)C.CN(C)P(=O)(N(C)C)N(C)C.CN(C)P(=O)(N(C)C)N(C)C.CC#N.CC#N
Kohn-Sham gap: 8.470 eV
E: -5187.27464 Ha
HOMO level: -8.1468 eV